Entry from the Open Molecules 2025 dataset: a molecular structure, C35H21Cl4CoN5O5 in a non-equilibrium geometry (ωB97M-V with the def2-TZVPD basis set).

Geometry as XYZ:
```
71
Properties=species:S:1:pos:R:3:mulliken_charge:R:1
Co -0.1836 0.0238 -0.2282 -0.50
Cl -4.2601 2.5726 -0.6488 -0.24
C -4.1519 0.8949 -0.2156 0.17
C -5.3291 0.1489 -0.0186 -0.51
C -5.2809 -1.1765 0.2775 0.58
Cl -6.7703 -2.0705 0.4826 -0.28
C -4.0377 -1.8331 0.4131 -0.23
C -3.8748 -3.2170 0.6539 -0.83
C -2.6205 -3.7434 0.7379 -1.08
C -1.5093 -2.8921 0.6119 -0.27
N -1.6153 -1.6091 0.3857 0.25
C -2.8622 -1.0676 0.2553 0.88
C -2.9048 0.3220 -0.1177 0.05
O -1.7883 0.9598 -0.3474 -0.43
H -6.2869 0.6424 -0.1246 0.49
H -4.7509 -3.8450 0.7566 0.42
H -2.4707 -4.8070 0.8911 0.39
H -0.5009 -3.2893 0.7034 0.45
O 5.6218 0.4198 4.4484 -0.63
N 5.4193 0.0814 3.3153 1.05
O 6.2928 -0.2702 2.5739 -0.61
C 4.0061 0.0889 2.8129 -0.49
C 3.0823 0.2898 3.7494 -0.51
C 1.6921 0.3966 3.4263 0.76
C 0.6806 0.6504 4.3587 -0.68
C -0.6015 0.8289 3.9117 -1.09
C -0.8740 0.7545 2.5391 0.10
N 0.0514 0.4631 1.6631 0.77
C 1.3157 0.2671 2.1059 0.27
C 2.2836 -0.0848 1.1111 -0.04
N 1.7610 -0.3245 -0.1203 0.21
C 2.5823 -0.5275 -1.1103 -0.05
C 3.9706 -0.5106 -0.9327 -0.89
C 4.5104 -0.3258 0.3078 -0.55
C 3.6509 -0.1196 1.4127 0.43
H 3.4162 0.3938 4.7732 0.57
H 0.9232 0.7101 5.4167 0.47
H -1.4137 1.0390 4.5973 0.44
H -1.8674 0.9489 2.1490 0.49
H 2.1118 -0.7273 -2.0671 0.45
H 4.6127 -0.6559 -1.7926 0.49
H 5.5733 -0.3304 0.4403 0.58
Cl 4.0346 1.6714 -5.0462 -0.25
C 3.4910 2.6628 -3.7148 0.60
C 4.4108 3.4678 -3.0733 -0.59
C 4.0007 4.2596 -2.0119 -0.49
C 2.6918 4.1729 -1.5647 -0.88
C 1.7855 3.3340 -2.1916 1.00
Cl 0.2668 3.0632 -1.4130 -0.06
C 2.1347 2.6044 -3.3469 -0.89
N 1.2779 1.7857 -4.0495 0.28
C -0.0320 2.0327 -4.5151 0.08
C -0.4647 3.3286 -4.7751 -0.25
C -1.7151 3.5577 -5.3242 -0.69
C -2.5390 2.4896 -5.6412 -0.77
C -2.0963 1.1968 -5.3982 -0.65
C -0.8562 0.9421 -4.8256 0.48
C -0.4920 -0.4945 -4.4556 -1.25
C -0.9092 -0.7178 -2.9847 0.50
O -2.0303 -1.1599 -2.7738 -0.69
O -0.0368 -0.2864 -2.1084 -0.37
H 5.4405 3.4781 -3.4120 0.43
H 4.7071 4.9169 -1.5158 0.40
H 2.3692 4.7318 -0.6929 0.46
H 1.7139 0.9894 -4.4583 0.28
H 0.1988 4.1658 -4.5682 0.45
H -2.0357 4.5746 -5.5211 0.40
H -3.5181 2.6600 -6.0746 0.39
H -2.7396 0.3542 -5.6283 0.38
H 0.5662 -0.7231 -4.6084 0.36
H -1.0882 -1.1845 -5.0448 0.49
```

As for the total energy: -5219.9288 hartree. As for the multiplicity: 2. Its expectation value of S² is 0.758. The value obtained for the HOMO energy (spin up / spin down) is -7.2662 / -7.2421 eV. Its lowest unoccupied orbital energy (spin up / spin down) is -1.6 / -1.6 eV.